No. 1
{"formula": "C40H87B2N5O29", "method": "ωB97M-V/def2-TZVPD", "homo_lumo_gap_ev": [7.48, 2.80], "homo_energy_ha": [-0.2203, -0.2203], "e_tot_ha": -4081.802894, "lumo_energy_ev": [1.4875, -3.1996], "multiplicity": 2, "charge": -1, "elements": ["O", "C", "O", "B", "O", "C", "O", "O", "C", "O", "C", "O", "O", "O", "C", "O", "B", "O", "C", "O", "O", "C", "O", "C", "O", "O", "C", "O", "H", "H", "H", "H", "C", "O", "H", "H", "H", "H", "C", "O", "H", "H", "H", "H", "C", "O", "H", "H", "H", "H", "C", "O", "C", "C", "N", "C", "C", "O", "C", "H", "H", "H", "H", "H", "H", "H", "H", "H", "H", "H", "H", "H", "H", "H", "C", "O", "C", "C", "N", "C", "C", "O", "C", "H", "H", "H", "H", "H", "H", "H", "H", "H", "H", "H", "H", "H", "H", "H", "C", "O", "C", "C", "N", "C", "C", "O", "C", "H", "H", "H", "H", "H", "H", "H", "H", "H", "H", "H", "H", "H", "H", "H", "C", "O", "C", "C", "N", "C", "C", "O", "C", "H", "H", "H", "H", "H", "H", "H", "H", "H", "H", "H", "H", "H", "H", "H", "C", "C", "C", "O", "C", "N", "H", "H", "H", "H", "H", "H", "H", "H", "H", "H", "H"], "xyz": [[-1.9065, 1.4711, -3.9772], [-1.2704, 0.9448, -3.0655], [-1.5818, 0.9618, -1.8023], [-0.5616, 0.2372, -1.0412], [0.4866, -0.1434, -1.9817], [0.1338, 0.2762, -3.1895], [0.7095, 0.0453, -4.2804], [-1.0625, -0.9498, -0.3708], [-0.7037, -0.9578, 0.9203], [-0.7206, -1.8559, 1.7783], [0.0311, 0.3638, 1.1698], [0.0474, 1.0467, 0.0466], [0.4935, 0.7638, 2.2989], [-1.9810, 5.4201, -1.6139], [-2.8733, 4.7363, -1.0745], [-2.8307, 3.4223, -0.8577], [-4.0523, 2.9530, -0.1372], [-4.7249, 4.2100, 0.1685], [-4.1011, 5.2525, -0.3361], [-4.4604, 6.4336, -0.3160], [-3.6190, 2.1620, 1.0244], [-4.0253, 0.9157, 0.8915], [-3.7166, -0.0551, 1.5734], [-4.9008, 0.8677, -0.3701], [-4.9173, 2.0333, -0.9115], [-5.5712, -0.1321, -0.7451], [-3.9944, -1.5321, -3.2020], [-5.3202, -2.0157, -3.0655], [-3.9913, -0.5450, -3.6644], [-3.5204, -1.4218, -2.2267], [-3.3589, -2.2981, -3.6464], [-5.5627, -2.4619, -3.8802], [-1.3496, -5.0551, 0.8781], [-2.2779, -4.0062, 1.0626], [-0.4422, -4.6489, 0.4313], [-1.0061, -5.5028, 1.8107], [-1.7101, -5.7892, 0.1575], [-1.7636, -3.2182, 1.2529], [3.4713, -0.6026, 0.0676], [4.5277, -1.4893, -0.2726], [3.2328, -0.7025, 1.1265], [3.8284, 0.4246, -0.0055], [2.5161, -0.6689, -0.4532], [5.2568, -1.2774, 0.3148], [2.5271, 2.2354, -6.8189], [1.8020, 3.4436, -6.8944], [3.5822, 2.5060, -6.7761], [2.1552, 1.5977, -6.0170], [2.2289, 1.5798, -7.6370], [1.4570, 3.4530, -7.7902], [-7.2693, 2.9623, 2.8568], [-6.0153, 2.3251, 3.2165], [-5.8852, 2.1300, 4.6483], [-4.5176, 1.4856, 4.7616], [-3.5058, 2.3923, 4.2501], [-2.1247, 1.8045, 4.3281], [-1.5989, 1.3120, 5.7044], [-2.0876, -0.0201, 6.0740], [-1.4238, -1.1002, 5.4584], [-7.3282, 4.0115, 3.1465], [-8.0995, 2.4548, 3.3481], [-7.3569, 2.8184, 1.7799], [-6.6253, 1.4040, 4.9849], [-5.9814, 3.0102, 5.2840], [-4.5574, 0.5219, 4.2539], [-4.3018, 1.1751, 5.7839], [-3.7294, 2.5893, 3.2851], [-1.5015, 2.6453, 4.0238], [-2.0275, 1.0622, 3.5359], [-1.9076, 1.9835, 6.5056], [-0.5282, 1.4527, 5.8526], [-1.5365, -1.1086, 4.3743], [-1.7897, -2.0101, 5.9342], [-0.3656, -0.9277, 5.6548], [4.6436, -9.7770, 1.3613], [4.2215, -8.9350, 2.4332], [4.9692, -7.7961, 2.7475], [4.4616, -6.5539, 1.9957], [3.2708, -5.9351, 2.5200], [3.1268, -4.5593, 2.0219], [2.1640, -3.6979, 2.8983], [2.9177, -3.0929, 3.9248], [2.1804, -2.0988, 4.7062], [5.5190, -10.3767, 1.6105], [4.8391, -9.2291, 0.4395], [3.8366, -10.4645, 1.1082], [6.0213, -7.9684, 2.5203], [4.8708, -7.5505, 3.8049], [4.4071, -6.7758, 0.9299], [5.3080, -5.8778, 2.1168], [2.4638, -6.4619, 2.2176], [2.7232, -4.6083, 1.0106], [4.0593, -4.0006, 1.9418], [1.2927, -4.2582, 3.2373], [1.7024, -2.9432, 2.2616], [2.8492, -1.7234, 5.4807], [1.3194, -2.4788, 5.2561], [1.9378, -1.2429, 4.0765], [1.9680, -3.1535, -1.5569], [1.1960, -4.1830, -2.1940], [0.0598, -3.7019, -2.8316], [-0.8597, -4.8927, -3.1531], [-0.3933, -5.5799, -4.3180], [-0.8534, -6.9443, -4.2220], [-0.5008, -7.7181, -5.4790], [0.8844, -8.0330, -5.6469], [1.2513, -8.6901, -6.8847], [2.3563, -2.3995, -2.2416], [2.7837, -3.7545, -1.1552], [1.3661, -2.7429, -0.7461], [0.3565, -3.2319, -3.7692], [-0.4764, -2.9968, -2.1965], [-1.9102, -4.6229, -3.2617], [-0.9292, -5.5122, -2.2590], [0.6166, -5.5739, -4.3098], [-1.9402, -6.8940, -4.1561], [-0.4981, -7.4903, -3.3481], [-1.0856, -7.2331, -6.2605], [-0.9687, -8.6976, -5.3813], [0.8187, -9.6863, -6.9773], [2.3094, -8.9457, -6.8262], [1.1718, -8.0495, -7.7630], [0.8587, 4.0065, -0.7045], [0.6484, 4.7878, -1.8870], [0.6830, 4.0438, -3.1159], [-0.3477, 4.5824, -4.1172], [-0.4741, 6.0629, -4.1243], [0.5922, 6.6538, -5.0086], [0.6889, 8.1266, -4.7336], [1.1117, 8.2388, -3.3637], [1.7623, 9.4495, -3.1477], [1.6547, 3.2680, -0.6092], [-0.1127, 3.6116, -0.4071], [1.0676, 4.7357, 0.0782], [0.5316, 2.9887, -2.8882], [1.6392, 4.2406, -3.6007], [-1.3077, 4.1792, -3.7950], [-0.3260, 4.1822, -5.1309], [-1.2868, 6.2992, -4.6755], [0.3389, 6.4257, -6.0439], [1.5902, 6.2367, -4.8737], [-0.2166, 8.6889, -4.9616], [1.4739, 8.5553, -5.3566], [2.2079, 9.5030, -2.1543], [0.9770, 10.1980, -3.2533], [2.5192, 9.6694, -3.9006], [2.7609, 3.1749, 4.7705], [1.5874, 4.1014, 4.4087], [2.0587, 5.5807, 4.2983], [2.3567, 5.9007, 5.7166], [2.9755, 7.1886, 5.8041], [1.1689, 3.7236, 3.0815], [2.4097, 2.1433, 4.7474], [3.1054, 3.4382, 5.7705], [3.6183, 3.2826, 4.1061], [0.7625, 4.0631, 5.1201], [1.2063, 6.1364, 3.9074], [2.9483, 5.7243, 3.6849], [2.3781, 7.9521, 5.3058], [3.9751, 7.0809, 5.3831], [3.0192, 7.4533, 6.8605], [1.8810, 3.9388, 2.3983], [1.1418, 2.7151, 3.1294]], "lowdin_charge": [0.128, -0.378, 0.243, -0.944, 0.211, -0.321, 0.090, 0.241, -0.306, 0.093, -0.303, 0.228, 0.034, 0.130, -0.317, 0.203, -0.862, 0.228, -0.363, 0.111, 0.211, -0.361, 0.124, -0.359, 0.262, 0.104, -0.156, -0.121, 0.081, 0.068, 0.070, 0.066, -0.169, -0.117, 0.062, 0.067, 0.071, 0.005, -0.148, -0.115, 0.072, 0.082, 0.058, 0.074, -0.159, -0.132, 0.078, 0.064, 0.076, 0.067, -0.051, -0.198, -0.179, -0.126, 0.244, -0.069, -0.145, -0.211, -0.081, 0.092, 0.083, 0.099, 0.129, 0.130, 0.167, 0.134, 0.132, 0.127, 0.134, 0.123, 0.122, 0.084, 0.101, 0.073, -0.104, -0.196, -0.228, -0.234, -0.048, -0.175, -0.222, -0.187, -0.077, 0.079, 0.079, 0.083, 0.114, 0.121, 0.116, 0.114, 0.113, 0.097, 0.116, 0.116, 0.093, 0.079, 0.070, 0.074, -0.082, -0.192, -0.222, -0.221, -0.049, -0.234, -0.235, -0.185, -0.098, 0.097, 0.081, 0.077, 0.129, 0.115, 0.115, 0.100, 0.113, 0.124, 0.120, 0.120, 0.109, 0.078, 0.076, 0.084, -0.101, -0.187, -0.167, -0.199, -0.026, -0.201, -0.227, -0.175, -0.143, 0.083, 0.075, 0.072, 0.106, 0.108, 0.093, 0.105, 0.100, 0.108, 0.117, 0.120, 0.105, 0.087, 0.083, 0.074, -0.059, -0.437, -0.153, -0.221, -0.115, 0.038, 0.067, 0.068, 0.083, 0.128, 0.122, 0.122, 0.082, 0.083, 0.081, 0.073, 0.023]}

No. 2
{"formula": "C10H8N3O4S2V", "method": "ωB97M-V/def2-TZVPD", "e_above_lowest_kj_mol": 0.0, "homo_lumo_gap_ev": [6.31, 6.40], "homo_energy_ha": [-0.1347, -0.1392], "e_tot_ha": -2591.651389, "lumo_energy_ev": [2.6439, 2.6124], "multiplicity": 2, "charge": -1, "elements": ["V", "C", "S", "C", "S", "N", "N", "C", "C", "C", "C", "C", "C", "N", "H", "H", "H", "H", "H", "H", "H", "H", "O", "C", "O", "C", "O", "O"], "xyz": [[0.1556, 0.6731, -1.0055], [4.1213, 1.2457, 2.8676], [4.3011, 1.4823, 1.0921], [2.7593, 0.8559, 0.5287], [2.4880, 0.9222, -1.1938], [1.9075, 0.3857, 1.3682], [0.7422, 0.0086, 0.7349], [0.0402, -0.9742, 1.3357], [-0.9550, -1.4884, 0.5323], [-1.8551, -2.5455, 0.8611], [-2.7284, -3.0070, -0.0658], [-2.7458, -2.4195, -1.3664], [-1.8911, -1.4023, -1.6404], [-0.9940, -0.9148, -0.7317], [5.0318, 1.6352, 3.3216], [4.0052, 0.1915, 3.1066], [3.2562, 1.7918, 3.2360], [0.3054, -1.3422, 2.3161], [-1.8141, -2.9632, 1.8591], [-3.4119, -3.8114, 0.1755], [-3.4337, -2.7605, -2.1268], [-1.8796, -0.9072, -2.6034], [-1.6435, 2.7800, -3.8350], [-1.1685, 2.2864, -2.8440], [-0.4556, 1.1906, -2.7844], [-1.3622, 2.9274, -1.4245], [-1.9412, 3.9664, -1.2582], [-0.8341, 2.1934, -0.4554]], "lowdin_charge": [0.810, -0.431, 0.804, -1.111, 0.601, -0.056, -0.221, -0.111, -0.279, -0.051, -0.106, -0.097, -0.127, -0.045, 0.021, 0.029, 0.032, 0.109, 0.105, 0.092, 0.089, 0.109, 0.089, -0.541, -0.166, -0.515, 0.104, -0.140]}

No. 3
{"formula": "C28H25Br34ClO3", "method": "ωB97M-V/def2-TZVPD", "homo_lumo_gap_ev": 7.80, "homo_energy_ha": -0.3335, "e_tot_ha": -89284.126090, "lumo_energy_ev": -1.2702, "elements": ["O", "C", "Br", "C", "C", "C", "C", "C", "C", "C", "C", "C", "C", "O", "C", "C", "C", "C", "C", "Cl", "C", "O", "H", "H", "H", "H", "H", "H", "H", "H", "H", "H", "H", "H", "H", "H", "C", "Br", "Br", "Br", "H", "C", "Br", "Br", "Br", "H", "C", "Br", "Br", "Br", "H", "C", "Br", "Br", "Br", "H", "C", "Br", "Br", "Br", "H", "C", "Br", "Br", "Br", "H", "C", "Br", "Br", "Br", "H", "C", "Br", "Br", "Br", "H", "C", "Br", "Br", "Br", "H", "C", "Br", "Br", "Br", "H", "C", "Br", "Br", "Br", "H"], "xyz": [[1.5523, -2.3222, 5.5544], [0.8809, -1.6147, 4.8781], [-0.9878, -1.2233, 5.3907], [1.4634, -0.9946, 3.5802], [1.3721, -1.9557, 2.3889], [1.5823, -1.5420, 1.1295], [1.9203, -0.1518, 0.6879], [2.7311, 0.7430, 1.3906], [2.9132, 2.0302, 0.8266], [2.3686, 2.4369, -0.3733], [1.5991, 1.5056, -1.0907], [1.3879, 0.2540, -0.5611], [1.4214, -2.5829, 0.0044], [2.1377, -2.6208, -0.9669], [0.2587, -3.5454, 0.2061], [0.0482, -3.9644, 1.4542], [-1.1166, -4.9019, 1.7864], [-2.2033, -4.0227, 2.5177], [-2.3479, -4.3977, 4.0169], [-4.0571, -4.1512, 4.5593], [0.9938, -3.4403, 2.5429], [1.4221, -4.1595, 3.4127], [0.8868, -0.0857, 3.3400], [2.5006, -0.7376, 3.8369], [3.1408, 0.4318, 2.3477], [3.5083, 2.7617, 1.3687], [2.4952, 3.4351, -0.7924], [1.1446, 1.7198, -2.0608], [0.7835, -0.4567, -1.1316], [-0.3733, -3.8400, -0.6340], [-0.8053, -5.7625, 2.3912], [-1.5486, -5.1876, 0.8168], [-1.8660, -2.9683, 2.4960], [-3.1727, -4.0332, 2.0037], [-1.6992, -3.8136, 4.6785], [-2.0800, -5.4601, 4.1225], [4.4425, -5.1830, 4.8348], [4.9269, -6.3079, 3.3447], [4.7160, -6.0728, 6.5243], [5.3509, -3.4826, 4.7683], [3.3821, -4.9784, 4.7482], [7.0535, 1.2449, 0.5262], [5.4165, 1.0633, 1.5409], [7.6979, -0.4629, -0.0934], [6.8428, 2.5023, -0.9223], [7.8065, 1.6478, 1.1907], [1.1378, 5.1670, 2.5756], [0.9377, 3.2591, 2.3698], [2.8035, 5.7902, 1.8191], [-0.3745, 6.1304, 1.8629], [1.1751, 5.3722, 3.6373], [-7.7821, -6.1978, 4.4388], [-9.2862, -7.0855, 5.2574], [-7.9617, -6.1057, 2.5201], [-7.4707, -4.4590, 5.2081], [-6.9065, -6.7989, 4.6462], [1.5006, -3.5397, -4.3840], [-0.1544, -3.8876, -3.4590], [2.3417, -5.1603, -4.9877], [1.2663, -2.2729, -5.8210], [2.1719, -3.0848, -3.6646], [6.3578, -5.3552, -3.4812], [7.2760, -6.4702, -2.2036], [5.5933, -6.4018, -4.9166], [5.0547, -4.2190, -2.6208], [7.0993, -4.7051, -3.9257], [-2.4474, 8.7716, -1.1514], [-3.7631, 10.0905, -1.6474], [-0.6524, 9.4335, -1.3814], [-2.7413, 8.1025, 0.6352], [-2.5667, 7.9348, -1.8269], [-5.2199, 14.1726, -1.0382], [-4.4014, 13.3643, 0.5091], [-6.4645, 15.5615, -0.5467], [-3.8992, 14.8053, -2.2949], [-5.7883, 13.3993, -1.5379], [-10.0223, -3.3474, 0.2604], [-9.2258, -3.5097, -1.4897], [-8.8890, -2.3673, 1.4722], [-11.7962, -2.5950, 0.1728], [-10.1210, -4.3491, 0.6589], [1.6713, -3.0852, -9.8203], [1.5187, -4.9932, -10.0543], [3.3949, -2.4314, -10.3884], [0.2287, -2.1413, -10.6862], [1.5897, -2.8879, -8.7605], [-0.1351, 10.2215, -5.7691], [0.8972, 9.1262, -4.5618], [-1.0588, 9.1556, -7.0846], [-1.3417, 11.3887, -4.8180], [0.5632, 10.8517, -6.3032]], "lowdin_charge": [0.050, -0.754, 0.723, -0.097, -0.046, -0.030, -0.143, -0.231, -0.382, -0.117, -0.058, -0.027, -0.307, 0.090, 0.053, -0.139, -0.106, -0.231, -0.579, 0.506, -0.253, 0.126, 0.110, 0.124, 0.049, 0.023, 0.111, 0.114, 0.117, 0.069, 0.118, 0.113, 0.103, 0.098, 0.005, 0.073, -1.643, 0.564, 0.571, 0.557, -0.060, -1.582, 0.810, 0.581, 0.580, -0.030, -1.572, 0.742, 0.597, 0.544, -0.029, -1.629, 0.573, 0.558, 0.549, -0.029, -1.617, 0.618, 0.547, 0.596, -0.059, -1.616, 0.573, 0.543, 0.576, -0.030, -1.603, 0.554, 0.547, 0.543, -0.023, -1.648, 0.551, 0.570, 0.559, -0.034, -1.652, 0.561, 0.547, 0.569, -0.052, -1.647, 0.562, 0.562, 0.562, -0.093, -1.627, 0.539, 0.570, 0.551, -0.031]}

No. 4
{"formula": "C17H32BeCl2O2P2", "method": "ωB97M-V/def2-TZVPD", "e_above_lowest_kj_mol": 212.2, "homo_lumo_gap_ev": [4.18, 7.16], "homo_energy_ha": [-0.2862, -0.3011], "e_tot_ha": -2435.100299, "lumo_energy_ev": [-3.6129, -1.0344], "elements": ["P", "P", "C", "C", "H", "H", "H", "H", "C", "H", "H", "H", "C", "H", "H", "H", "C", "H", "H", "H", "C", "H", "H", "H", "Be", "C", "C", "C", "C", "C", "C", "C", "C", "C", "H", "H", "H", "H", "H", "H", "H", "H", "H", "H", "H", "H", "H", "H", "H", "Cl", "C", "Cl", "C", "O", "O", "H"], "xyz": [[0.6496, -1.4829, -4.1363], [0.9519, 2.0332, -3.5186], [0.7101, -0.1267, -5.4203], [1.5363, 1.0802, -5.0000], [-0.3485, 0.1215, -5.6139], [1.0806, -0.5682, -6.3575], [2.5445, 0.7752, -4.6940], [1.5511, 1.8078, -5.8171], [-0.0585, 3.2036, -4.6535], [-0.6146, 3.9818, -4.1131], [-0.7704, 2.6946, -5.3166], [0.6837, 3.7191, -5.2879], [2.1048, 3.4169, -3.1232], [1.9560, 4.2275, -3.8648], [3.1785, 3.1759, -2.9851], [1.7182, 3.7358, -2.1590], [0.3195, -2.8139, -5.4007], [0.2278, -3.7855, -4.8937], [1.1464, -2.8744, -6.1248], [-0.6159, -2.6358, -5.9507], [2.2627, -2.0429, -3.6357], [2.6668, -1.1544, -3.0913], [2.9288, -2.2771, -4.4804], [2.1669, -2.8542, -2.8957], [2.6420, 0.0601, -1.8624], [-2.3348, 1.3722, -3.6882], [-2.7146, 1.1249, -4.9465], [-3.9475, 0.3666, -5.3341], [-4.1899, -1.0072, -4.6307], [-3.0106, -1.8940, -4.6413], [-2.0888, -1.8960, -3.6857], [-1.8491, -0.9479, -2.4732], [-2.4723, 0.4912, -2.5110], [2.9956, -1.2301, -0.5449], [-1.6324, 2.1952, -3.5354], [-2.2230, 1.7067, -5.7593], [-3.8865, 0.2348, -6.4474], [-4.8303, 0.9970, -5.0882], [-4.5605, -0.8711, -3.5961], [-5.0454, -1.4737, -5.1372], [-2.9718, -2.6789, -5.4207], [-1.4303, -2.8014, -3.6420], [-0.7490, -0.8108, -2.2667], [-2.2267, -1.4806, -1.5658], [-3.5315, 0.4283, -2.2431], [-1.9601, 0.9786, -1.6637], [3.7118, -0.8463, 0.2237], [3.3325, -2.2435, -0.8786], [2.0605, -1.4156, -0.0038], [2.5528, 1.7212, 2.3483], [2.1487, 2.0064, 0.7983], [4.2155, 0.4429, -2.9770], [1.2211, 1.1911, 0.0728], [0.2098, 0.6347, 0.5043], [1.6538, 1.0543, -1.2183], [2.7937, 2.7240, 0.2782]], "lowdin_charge": [0.926, 1.082, -0.376, -0.400, 0.064, 0.086, -0.007, 0.088, -0.263, 0.062, 0.013, 0.047, -0.245, 0.046, 0.039, 0.037, -0.278, 0.048, 0.044, 0.032, -0.311, -0.096, 0.070, 0.067, -0.199, -0.131, -0.133, -0.178, -0.201, -0.136, -0.185, -0.193, -0.193, -0.164, 0.034, 0.091, 0.117, 0.120, 0.111, 0.109, 0.111, 0.078, 0.040, 0.122, 0.103, 0.103, 0.000, -0.007, -0.016, 0.790, -0.511, 0.258, -0.624, 0.072, -0.243, 0.083]}